{
  "formula": "C24H18CaCl2N6O2S",
  "method": "ωB97M-V/def2-TZVPD",
  "elements": ["Ca", "Cl", "C", "C", "C", "N", "C", "O", "C", "C", "C", "C", "C", "N", "C", "C", "C", "Cl", "N", "C", "O", "C", "C", "C", "C", "C", "N", "H", "H", "H", "H", "H", "H", "H", "H", "H", "H", "C", "C", "C", "C", "N", "C", "S", "N", "C", "H", "H", "H", "H", "H", "H", "H", "H"],
  "xyz": [[12.297806, 16.131560, 5.993843], [7.764766, 21.376308, 7.747148], [9.251799, 20.539303, 7.475268], [9.147085, 19.257311, 6.920124], [10.289578, 18.503459, 6.556007], [10.171267, 17.229732, 5.935160], [9.152221, 16.407599, 6.169497], [8.131122, 16.462627, 6.871093], [9.344845, 15.070943, 5.414772], [8.099234, 14.310513, 5.317427], [8.111746, 13.037490, 4.738159], [9.382030, 12.539199, 4.275921], [10.510969, 13.403626, 4.383834], [10.472970, 14.632451, 4.915648], [11.549504, 19.113913, 6.777118], [11.619045, 20.340687, 7.468530], [10.488194, 21.033510, 7.772610], [10.846397, 22.448141, 8.784035], [12.684474, 18.366223, 6.476960], [13.947581, 18.816679, 6.805159], [14.274472, 19.909972, 7.321939], [15.027730, 17.804445, 6.502869], [16.341404, 18.269265, 6.611299], [17.416128, 17.387481, 6.478270], [17.134490, 16.026750, 6.304511], [15.841010, 15.715678, 6.151715], [14.759273, 16.518456, 6.252933], [8.130626, 18.903114, 6.781431], [7.231017, 14.695500, 5.879100], [7.244935, 12.468411, 4.581039], [9.438255, 11.494075, 3.932451], [11.438973, 13.151710, 4.000199], [12.523303, 20.795390, 7.652344], [16.434803, 19.409350, 6.486738], [18.421609, 17.671269, 6.563237], [17.967528, 15.247729, 6.274633], [15.646706, 14.697365, 5.985279], [10.126996, 10.417536, 7.515171], [11.327063, 11.329120, 7.574953], [12.501152, 11.219068, 6.921020], [13.344540, 12.316226, 6.661006], [13.096492, 13.466750, 7.213190], [11.925691, 13.590467, 7.931921], [11.495173, 15.108702, 8.562503], [11.109171, 12.547002, 8.124413], [14.516198, 12.027686, 5.806441], [9.578558, 10.549398, 6.552028], [9.492022, 10.688928, 8.284317], [10.322794, 9.329781, 7.632159], [12.760125, 10.277949, 6.433676], [10.203541, 12.807251, 8.618906], [14.919035, 12.933672, 5.379447], [14.303671, 11.399010, 4.891575], [15.342346, 11.552351, 6.311147]],
  "forces_ev_per_a": [[-0.1916, 0.0689, 0.1772], [-0.0019, 0.3460, 0.2756], [-0.7258, -0.9937, -0.3423], [0.4950, 0.2440, -0.1652], [-1.7247, 0.6848, 0.1472], [0.8822, 0.3985, 0.5559], [0.3012, -0.3317, 0.0194], [0.6158, 0.4949, -0.3367], [-3.6097, -0.6263, 0.3433], [1.2020, -0.4682, 0.4485], [2.9605, 1.4829, -0.1351], [-0.0657, 1.2229, 0.7339], [-2.9762, -0.9701, 0.2209], [0.6712, 0.0766, 0.1260], [0.2523, -0.0125, 0.8429], [-1.4365, -1.5367, -1.6775], [0.5082, 1.0628, 1.2492], [-0.8507, -0.0870, -0.4848], [1.9990, 0.0111, 0.0996], [-2.1757, 0.8233, -0.0197], [0.1819, -1.6665, -0.8567], [0.5482, 0.0983, 0.4755], [0.8666, 1.6583, -1.6011], [-1.6014, -0.3189, 0.3869], [2.5478, 0.5983, 0.2729], [-1.7873, -0.7378, 0.0690], [0.7535, 0.2551, -0.0664], [0.3602, -0.2818, -0.1531], [0.5496, 0.0074, -0.7647], [-1.1026, -0.7155, 0.1103], [0.2716, 0.7809, -0.1441], [1.6840, -0.8925, -0.6828], [1.7025, 0.5183, 0.4817], [0.1188, -1.9519, 1.0261], [1.1629, 0.7730, -0.0129], [-1.4384, 1.1670, -0.0579], [-0.6711, -1.1958, -0.2444], [1.2153, -1.1896, -1.3931], [-0.7595, 0.2476, -0.5521], [0.2927, -1.9290, -1.0739], [-0.4947, -1.3796, 1.0040], [-0.5173, 0.7364, -0.5638], [1.0826, 2.4179, 0.4929], [0.0626, -0.7603, -0.2060], [-2.1546, 0.0289, 0.8714], [0.4507, 0.2910, -2.0301], [0.5698, 0.1093, 0.6223], [-1.5373, 0.4865, 1.5768], [0.2826, 0.7931, -0.1512], [-0.2576, 0.1925, 0.1745], [1.5502, -0.5986, -0.9158], [0.1096, 0.4244, 0.0587], [-0.2345, 0.4083, 1.2268], [0.0638, -0.2650, 0.5422]],
  "homo_lumo_gap_ev": 5.48,
  "relative_energy_ev": 1.651,
  "total_energy_ha": -3400.68343
}